# C46H123N13O15

A 11-piece molecular cluster, C46H123N13O15 overall (ωB97M-V with the def2-TZVPD basis set, the OMol25 dataset).

Its multiplicity is 2. As for the calculated total energy: -3666.3416 a.u. Its expectation value of S² is 0.750. For the HOMO energy (alpha / beta), the calculation gives 0.0274 / -0.2424 Eh. As for the charge: -1. The calculation puts the HOMO-LUMO gap (alpha / beta) at 1.14 / 8.46 eV.

Atoms and positions in Å:
C 2.885 -1.894 -1.896
O 3.512 -2.170 -2.861
N 2.732 -2.698 -0.936
N 2.357 -0.690 -1.559
H 2.060 -2.357 -0.263
H 2.963 -3.644 -1.203
H 2.470 -0.415 -0.593
H 2.657 0.037 -2.192
C 3.820 2.607 -1.463
O 4.776 2.319 -0.741
N 3.503 1.959 -2.541
N 3.091 3.701 -1.313
H 4.139 1.214 -2.786
H 2.642 2.087 -3.052
H 3.356 4.332 -0.570
H 2.254 3.871 -1.852
C -4.150 -5.895 0.406
O -5.221 -6.070 -0.640
C -4.865 -5.662 -2.051
C -5.376 -4.215 -2.335
N -4.758 -3.353 -1.347
C -5.050 -1.973 -1.636
C -4.708 -0.997 -0.538
O -5.732 -0.766 0.315
C -6.872 -0.132 -0.043
H -3.150 -6.328 0.382
H -4.534 -6.245 1.364
H -4.089 -4.839 0.668
H -5.481 -6.320 -2.664
H -3.848 -5.937 -2.330
H -6.422 -4.306 -2.044
H -5.208 -3.800 -3.329
H -5.020 -3.633 -0.412
H -6.130 -1.939 -1.785
H -4.615 -1.630 -2.575
H -4.358 -0.037 -0.919
H -3.801 -1.303 -0.016
H -6.733 0.306 -1.031
H -7.166 0.492 0.801
H -7.624 -0.897 -0.239
C -0.463 -2.033 -4.000
O -0.928 -1.959 -2.657
C -0.864 -3.126 -1.825
C -1.180 -2.614 -0.405
N -0.063 -1.870 0.124
C 0.018 -1.501 1.528
C 1.282 -0.634 1.796
O 1.142 0.630 1.211
C 2.125 1.528 1.508
H -0.662 -1.085 -4.499
H -0.910 -2.784 -4.651
H 0.592 -2.275 -3.866
H 0.170 -3.469 -1.859
H -1.453 -3.992 -2.126
H -1.410 -3.512 0.169
H -2.156 -2.138 -0.500
H 0.075 -1.059 -0.462
H 0.053 -2.444 2.074
H -0.870 -0.904 1.733
H 2.153 -1.178 1.431
H 1.413 -0.465 2.865
H 1.996 2.569 1.212
H 2.900 1.326 0.769
H 2.445 1.542 2.549
C -7.353 -1.174 -11.126
O -6.124 -1.794 -11.271
C -5.021 -1.171 -10.537
C -3.934 -2.345 -10.455
N -2.682 -1.919 -9.733
C -1.876 -3.095 -9.518
C -1.027 -2.764 -8.298
O 0.086 -3.672 -8.115
C 1.196 -3.147 -7.379
H -7.742 -1.272 -10.113
H -7.982 -1.684 -11.856
H -7.317 -0.158 -11.520
H -5.476 -1.059 -9.553
H -4.667 -0.292 -11.075
H -3.643 -2.716 -11.437
H -4.434 -3.192 -9.985
H -2.182 -1.240 -10.290
H -1.239 -3.150 -10.402
H -2.522 -3.962 -9.380
H -1.719 -2.873 -7.463
H -0.714 -1.720 -8.311
H 1.666 -2.288 -7.858
H 2.034 -3.841 -7.317
H 0.996 -2.937 -6.328
C 4.373 3.600 3.157
O 3.264 4.488 3.571
C 3.022 4.587 4.978
C 1.604 5.200 5.321
N 1.657 5.561 6.713
C 0.311 6.100 7.120
C 0.262 6.736 8.455
O 0.164 5.729 9.427
C 0.665 6.134 10.611
H 4.457 2.734 3.813
H 5.308 4.081 3.444
H 4.364 3.255 2.123
H 3.912 5.116 5.319
H 3.065 3.588 5.410
H 0.901 4.381 5.169
H 1.318 5.967 4.601
H 1.624 4.710 7.255
H -0.487 5.358 7.162
H -0.009 6.814 6.361
H -0.651 7.278 8.704
H 1.099 7.420 8.594
H 0.350 5.525 11.458
H 0.140 7.036 10.924
H 1.750 6.230 10.635
C 2.061 -6.069 1.137
C 2.485 -6.804 -0.083
C 1.444 -6.618 -1.201
O 0.090 -6.887 -0.803
C -0.931 -7.073 -1.779
N 3.758 -6.309 -0.485
H 1.978 -4.987 1.243
H 2.742 -6.199 1.977
H 1.118 -6.440 1.539
H 2.540 -7.868 0.147
H 1.743 -7.309 -1.989
H 1.429 -5.572 -1.508
H -1.222 -6.168 -2.311
H -1.803 -7.490 -1.276
H -0.675 -7.878 -2.469
H 4.218 -6.075 0.383
H 4.247 -7.186 -0.593
C -0.087 2.394 -5.605
C 0.391 3.677 -5.022
C -0.542 4.127 -3.896
O -1.725 4.630 -4.421
C -2.811 4.977 -3.493
N 1.745 3.471 -4.516
H 0.738 1.808 -6.009
H -0.793 2.464 -6.433
H -0.631 1.762 -4.902
H 0.157 4.477 -5.725
H -0.089 4.830 -3.197
H -0.706 3.285 -3.223
H -2.941 4.046 -2.941
H -3.702 5.454 -3.900
H -2.546 5.809 -2.840
H 2.375 3.367 -5.298
H 2.046 4.342 -4.104
C -0.841 6.234 1.603
C 0.090 5.295 0.760
C -0.573 4.184 -0.120
O -1.376 3.263 0.726
C -1.833 2.058 0.064
N 0.885 6.304 0.002
H -1.508 6.880 1.032
H -0.160 6.727 2.297
H -1.415 5.683 2.349
H 0.723 4.836 1.520
H 0.118 3.595 -0.723
H -1.214 4.686 -0.845
H -2.574 1.416 0.540
H -0.894 1.557 -0.172
H -2.234 2.247 -0.932
H 1.814 6.412 0.383
H 0.511 7.178 0.345
C 4.228 -0.469 4.585
C 4.819 -1.865 4.917
C 4.592 -2.552 6.261
O 4.871 -1.697 7.409
C 6.250 -1.396 7.609
N 4.501 -2.859 3.866
H 4.703 -0.224 3.635
H 4.626 0.158 5.383
H 3.139 -0.443 4.540
H 5.897 -1.723 4.832
H 5.211 -3.436 6.418
H 3.531 -2.766 6.397
H 6.787 -2.301 7.893
H 6.338 -0.615 8.364
H 6.755 -1.132 6.679
H 5.014 -3.712 4.034
H 5.037 -2.509 3.085
C 0.626 2.413 7.678
C 0.532 0.959 7.022
C 0.559 0.809 5.508
O -0.457 1.662 5.013
C -0.736 1.711 3.587
N 1.610 0.194 7.642
H 1.638 2.784 7.514
H 0.483 2.483 8.756
H -0.034 3.138 7.202
H -0.336 0.501 7.496
H 0.468 -0.265 5.347
H 1.554 1.054 5.139
H -1.582 2.393 3.502
H -1.046 0.752 3.173
H 0.161 2.134 3.135
H 2.524 0.314 7.229
H 1.622 0.472 8.613

Results of the Mulliken charge analysis, in e, for atoms 1 through 4:
1. C 0.264
2. O -0.679
3. N -0.058
4. N 0.345